Below is C42H62BCl3CoN6O4 as an isolated structure at a distorted geometry, with properties calculated with the ωB97M-V functional and the def2-TZVPD basis.

```
119
C42H62BCl3CoN6O4 the ωB97M-V functional and the def2-TZVPD basis
Co 0.97 0.91 0.99
C 1.79 3.43 0.11
N 2.55 2.21 -0.11
C 3.81 2.36 0.62
C 2.78 1.91 -1.53
C 2.10 0.61 -1.98
N 0.71 0.57 -1.57
C 0.04 -0.67 -2.00
C 0.73 -1.96 -1.72
C 0.91 -2.87 -2.74
C 1.33 -4.18 -2.51
C 1.51 -4.53 -1.17
C 1.35 -3.65 -0.10
C 1.03 -2.27 -0.36
O 0.99 -1.37 0.55
C 1.49 -4.15 1.34
C 0.21 -3.83 2.12
C 1.72 -5.67 1.43
C 2.68 -3.45 2.01
C 1.51 -5.16 -3.66
C 0.16 -5.35 -4.38
C 2.54 -4.62 -4.66
C 1.98 -6.54 -3.19
C -0.05 1.69 -2.15
C -1.43 1.88 -1.58
C -2.55 1.75 -2.38
C -3.81 2.11 -1.91
C -3.86 2.70 -0.65
C -2.76 2.87 0.19
C -1.50 2.31 -0.23
O -0.44 2.32 0.52
C -2.87 3.73 1.45
C -2.64 2.92 2.73
C -4.25 4.39 1.58
C -1.82 4.85 1.37
C -5.09 1.92 -2.72
C -5.84 3.25 -2.86
C -5.99 0.90 -2.00
C -4.81 1.39 -4.13
H 2.28 4.30 -0.38
H 0.77 3.34 -0.25
H 1.73 3.62 1.18
H 4.34 3.28 0.31
H 3.59 2.42 1.69
H 4.47 1.51 0.45
H 2.43 2.74 -2.15
H 3.85 1.80 -1.73
H 2.21 0.53 -3.07
H 2.60 -0.24 -1.52
H -0.93 -0.67 -1.49
H -0.16 -0.61 -3.08
H 0.67 -2.56 -3.76
H 1.78 -5.55 -0.95
H -0.64 -4.36 1.69
H 0.31 -4.14 3.17
H 0.01 -2.76 2.10
H 0.90 -6.22 0.96
H 2.66 -5.96 0.96
H 1.76 -5.95 2.48
H 2.52 -2.38 1.98
H 2.78 -3.76 3.06
H 3.61 -3.69 1.49
H -0.20 -4.39 -4.77
H 0.25 -6.05 -5.22
H -0.59 -5.73 -3.68
H 2.23 -3.65 -5.05
H 3.51 -4.50 -4.18
H 2.65 -5.31 -5.51
H 1.27 -7.00 -2.51
H 2.10 -7.20 -4.06
H 2.95 -6.47 -2.69
H 0.50 2.60 -1.97
H -0.11 1.55 -3.25
H -2.42 1.37 -3.39
H -4.82 3.07 -0.31
H -3.33 2.08 2.79
H -1.62 2.55 2.76
H -2.79 3.56 3.61
H -5.04 3.65 1.72
H -4.25 5.04 2.46
H -4.49 5.00 0.70
H -0.83 4.42 1.31
H -1.99 5.48 0.49
H -1.86 5.47 2.27
H -6.15 3.64 -1.89
H -5.20 4.00 -3.33
H -6.74 3.13 -3.48
H -6.22 1.24 -0.99
H -6.93 0.76 -2.54
H -5.48 -0.06 -1.92
H -4.17 2.08 -4.68
H -4.33 0.41 -4.09
H -5.75 1.29 -4.68
B 1.46 0.11 4.38
N 2.65 -0.02 3.39
C 3.87 -0.45 3.73
C 4.64 -0.56 2.59
C 3.78 -0.17 1.57
N 2.60 0.17 2.07
N 0.13 -0.24 3.67
C -0.87 -0.94 4.23
C -1.92 -1.01 3.32
C -1.46 -0.31 2.21
N -0.24 0.16 2.45
H 1.41 1.22 4.85
H 1.63 -0.74 5.23
H 4.11 -0.67 4.76
H 5.66 -0.89 2.50
H 3.94 -0.18 0.50
H -0.78 -1.35 5.22
H -2.87 -1.50 3.45
H -1.95 -0.11 1.27
Cl 3.94 3.18 4.49
C 2.64 4.32 4.07
Cl 2.18 5.23 5.53
Cl 3.27 5.47 2.87
C 1.30 3.44 3.42
O 0.28 3.67 4.02
O 1.71 2.76 2.48
```

Summary:
total charge: -2
gap between HOMO and LUMO (spin up / spin down): 5.910 / 5.896 eV
2S+1: 2
lowest unoccupied orbital energy (spin up / spin down): 4.0 / 4.0 eV
E_tot: -137565.0307 eV
expectation value of S²: 0.755

***

Below is a 9-piece molecular cluster, H18O9 overall at a distorted geometry, with properties calculated with the ωB97M-V functional and the def2-TZVPD basis.

```
27
H18O9 the ωB97M-V functional and the def2-TZVPD basis
H -1.06 0.25 -0.34
H 0.13 1.09 -0.76
H -0.60 4.61 -1.52
H -1.16 4.92 -2.90
H -3.97 -3.58 1.11
H -2.74 -2.71 0.91
H 3.30 -1.54 -0.78
H 3.19 -2.60 -1.87
H -0.43 0.24 2.60
H -1.25 -1.04 2.58
H 5.19 0.23 -1.43
H 3.68 0.09 -1.34
H -3.73 -2.53 -1.94
H -3.87 -1.65 -3.17
H -2.05 3.05 3.15
H -1.10 2.88 1.98
H 2.98 -0.79 1.02
H 4.10 -0.89 2.04
O -0.39 0.85 0.01
O -1.43 4.68 -2.00
O -3.66 -2.67 1.20
O 3.27 -2.50 -0.91
O -0.93 -0.32 2.01
O 4.38 0.75 -1.35
O -4.37 -2.25 -2.60
O -1.14 2.82 2.94
O 3.65 -1.40 1.35
```

Summary:
gap between HOMO and LUMO: 10.884 eV
2S+1: 1
lowest unoccupied orbital energy: -0.1 eV
E_tot: -18718.5286 eV
ΔE to the lowest compared entry with this formula, charge and spin: 83.2 kcal/mol

***

Among the records above, which one has the highest E_tot? H18O9

***

The highest E_tot belongs to which entry? H18O9